1.
Here is the ion C7H12N with charge +1 from the OMol25 dataset. Energies are from wB97M-V/def2-TZVPD.

Values from the calculation:
energy relative to the best compared isomer or geometry (same formula, charge and spin)	49.90	kcal per mole
charge	+1
structure (SMILES)	CC[C@H]1C=C1C(C)=[NH2+]
gap between HOMO and LUMO	8.774	eV
LUMO	-0.193	Eh
DFT total energy	-328.34926	a.u.
HOMO	-0.5150	hartree

Each line ends with the Löwdin charge.
Positions of all 20 atoms, in Å:
N -2.2854 -1.4883 0.0313  0.247
C 0.8559 0.1316 0.4277  -0.177
C 0.1533 1.2728 -0.1742  0.156
C -3.0390 0.8116 0.0246  0.024
C 3.4015 -0.0079 0.0676  -0.079
C -0.6469 0.2243 0.0094  -0.067
C 1.9988 -0.5596 -0.3072  -0.216
C -1.9654 -0.2140 0.0080  -0.244
H 4.1420 -0.5036 -0.5523  0.077
H 1.8518 -0.4490 -1.3836  0.113
H 0.3080 2.1934 -0.6913  0.134
H -3.7285 0.6454 0.8518  0.111
H -3.2552 -1.7734 0.0645  0.152
H -3.6212 0.7487 -0.8967  0.115
H -1.5830 -2.2128 -0.0098  0.152
H 0.9944 0.1338 1.5057  0.143
H 3.6254 -0.2006 1.1115  0.076
H 1.9738 -1.6262 -0.0727  0.110
H -2.6283 1.8136 0.1045  0.099
H 3.4480 1.0605 -0.1189  0.074

Cartesian forces (eV/Å) of the 2 atoms listed first:
N 0.085 0.472 -0.027
C 0.252 -0.324 -0.084

2.
Here is an isolated molecule of C7H12N2 from the OMol25 dataset. Energies are from wB97M-V/def2-TZVPD.

Values from the calculation:
energy relative to the best compared isomer or geometry (same formula, charge and spin)	130.28	kcal per mole
structure (SMILES)	C1C[C@]23CNC[C@]2(C3)N1
gap between HOMO and LUMO	8.654	eV
LUMO	0.031	Eh
DFT total energy	-383.21561	a.u.
HOMO	-0.2867	hartree

Each line ends with the Löwdin charge.
Positions of all 21 atoms, in Å:
N 2.2711 -0.0224 -0.1778  -0.085
N -1.1974 -1.2273 -0.1823  -0.085
C -0.0719 0.8784 0.4369  -0.249
C 0.1109 -0.7093 0.3417  -0.391
C -1.3385 1.2006 -0.5879  -0.113
C 1.3447 -1.2446 -0.3824  -0.108
C -0.2599 0.0073 1.5903  -0.080
C 1.3961 1.2474 -0.1882  -0.119
C -2.2812 -0.0871 -0.3390  -0.168
H 2.9424 -0.0355 -0.9026  0.062
H -2.9759 -0.0947 0.5828  0.113
H -1.0321 -1.7683 -1.1296  0.112
H 1.7580 -1.9769 0.3102  0.105
H -1.1826 0.0117 2.3584  0.169
H -0.9188 1.4640 -1.6951  0.134
H 1.0903 -1.5031 -1.4996  0.143
H 1.0934 1.4268 -1.2543  0.081
H -2.5644 -0.5880 -1.4643  0.155
H -2.0830 2.0018 -0.2651  0.091
H 2.2916 1.9553 0.0938  0.130
H 0.6644 0.0988 2.1576  0.104

Cartesian forces (eV/Å) of the 2 atoms listed first:
N -2.998 -1.127 0.722
N 0.284 -1.231 -1.687

- What is the formula in the first record?
  C7H12N